1.
This record from the OMol25 dataset describes a molecular structure, C22H18Cl2N5PtS. The level of theory is ωB97M-V/def2-TZVPD.

Net charge ... +1
HOMO (spin up / spin down) ... -0.377 / -0.402 Ha
⟨S²⟩ ... 2.011
E_LUMO (spin up / spin down) ... -2.327 / -3.473 eV
Multiplicity ... 3
E_tot ... -2560.67335 hartree

XYZ file:
```
49
C22H18Cl2N5PtS ωB97M-V/def2-TZVPD
Pt 0.31086 -0.00135 -0.24452
C -0.77204 -1.23470 2.53233
N -0.07635 0.00091 2.17540
C -0.75072 1.24944 2.52780
C -1.53299 1.79660 1.37326
N -1.35190 1.44397 0.13065
C -2.22483 2.22353 -0.63269
C -2.45817 2.25522 -2.00520
C -3.40504 3.14623 -2.46821
C -4.11333 3.98610 -1.59292
C -3.89411 3.95924 -0.23087
C -2.93558 3.06231 0.22342
N -2.47512 2.75769 1.49910
C -1.54499 -1.78744 1.37399
N -1.35256 -1.44458 0.13038
C -2.22128 -2.22752 -0.63443
C -2.44276 -2.26953 -2.00861
C -3.38834 -3.16136 -2.47276
C -4.10672 -3.99216 -1.59710
C -3.89886 -3.95540 -0.23349
C -2.94162 -3.05774 0.22193
N -2.49074 -2.74504 1.49903
H -0.03344 -1.97496 2.84174
H -1.44534 -1.07931 3.37929
H 0.86520 -0.00618 2.53961
H -1.41314 1.11398 3.38671
H 0.00262 1.98343 2.81595
H -1.90774 1.61763 -2.68443
H -3.60778 3.20358 -3.52952
H -4.84783 4.67037 -1.99586
H -4.44350 4.60383 0.44228
H -2.76540 3.19669 2.35635
H -1.88389 -1.63967 -2.68816
H -3.58189 -3.22665 -3.53533
H -4.83980 -4.67736 -2.00100
H -4.45572 -4.59320 0.44000
H -2.78960 -3.17665 2.35708
Cl 0.42085 0.00183 -2.78369
C 2.14879 0.00133 -3.08986
C 2.54203 0.00228 -4.41706
C 3.89172 0.00214 -4.71158
C 4.82032 0.00114 -3.68370
C 4.39994 0.00025 -2.36706
Cl 5.61102 -0.00082 -1.13290
C 3.03844 0.00023 -2.01980
S 2.57823 -0.00084 -0.32017
H 1.79680 0.00318 -5.20108
H 4.21951 0.00286 -5.74242
H 5.88059 0.00106 -3.89527
```

Atomic partial charges in e from the natural (NBO) method, atoms 1 to 8:
1 Pt 0.84
2 C -0.27
3 N -0.60
4 C -0.27
5 C 0.40
6 N -0.55
7 C 0.16
8 C -0.22

=====

2.
This record from the OMol25 dataset describes 2 unconnected molecules or ions with the total composition C22H18F4O2S. The level of theory is ωB97M-V/def2-TZVPD.

HOMO ... -0.289 Ha
E_LUMO ... -1.336 eV
E_tot ... -1797.15648 hartree

XYZ file:
```
47
C22H18F4O2S ωB97M-V/def2-TZVPD
C -5.33899 0.63274 2.48157
C -3.85569 0.47940 2.27832
C -3.29219 -0.79581 2.16242
C -1.93429 -0.95283 1.87708
C -1.07815 0.17098 1.65829
C 0.26347 0.05358 1.08727
S 1.42701 1.09406 1.98280
C 2.87333 -0.04049 2.40551
F 3.98807 0.71345 2.39892
F 2.76511 -0.65126 3.60038
F 2.98514 -0.99184 1.44323
O 1.92815 2.05745 1.02742
O 1.02985 1.55477 3.29215
C -1.63951 1.43996 1.97091
C -2.99998 1.58540 2.21412
H -5.60631 1.69245 2.54370
H -5.91937 0.18806 1.65969
H -5.66693 0.13561 3.40701
H -3.94561 -1.66854 2.27831
H -1.50158 -1.95692 1.78696
H 0.67428 -0.98973 1.12687
H -1.04757 2.35591 1.96098
H -3.44307 2.57157 2.35036
F 6.39268 0.17757 -1.41472
C 5.03984 0.24652 -1.62886
C 4.41020 1.48304 -1.50087
C 3.03143 1.50661 -1.45677
C 2.24516 0.30982 -1.51737
C 0.84008 0.37920 -1.16539
C -0.17020 -0.38446 -1.87433
C -1.31615 0.27504 -2.41627
C -2.31893 -0.43558 -3.04699
C -2.22966 -1.83058 -3.19430
C -1.11268 -2.50155 -2.66035
C -0.10247 -1.79227 -2.01423
C 2.94004 -0.87561 -1.89016
C 4.33003 -0.93368 -1.83636
H 4.99333 2.39239 -1.36253
H 2.52378 2.45623 -1.33030
H 0.51439 1.38682 -0.88862
H -1.39373 1.35763 -2.30787
H -3.19701 0.08013 -3.44355
H -3.01259 -2.39037 -3.70758
H -1.03691 -3.58847 -2.74020
H 0.70975 -2.34003 -1.53603
H 2.39259 -1.77400 -2.14583
H 4.86185 -1.88241 -1.91476
```

Atomic partial charges in e from the natural (NBO) method, atoms 1 to 8:
1 C -0.63
2 C 0.00
3 C -0.22
4 C -0.19
5 C -0.04
6 C -0.57
7 S 2.05
8 C 0.74

=====

3.
This record from the OMol25 dataset describes a molecular structure, C22H18F9O2Sc. The level of theory is ωB97M-V/def2-TZVPD.

HOMO ... -0.212 Ha
E_LUMO ... 0.148 eV
E_tot ... -2659.00948 hartree

XYZ file:
```
52
C22H18F9O2Sc ωB97M-V/def2-TZVPD
C 1.00775 -2.13820 1.74480
C -0.34577 -2.63933 1.84341
C -0.87168 -2.73133 0.50464
H -0.88795 -2.89203 2.75980
C 0.17718 -2.37353 -0.40413
C 1.31278 -1.97572 0.35623
H 2.27974 -1.68247 -0.05276
H 1.72033 -2.00586 2.56459
H -1.86454 -3.07131 0.22894
H 0.14408 -2.47618 -1.48327
C -0.84406 1.81452 0.10014
C -1.20835 1.73957 1.43705
C 0.03857 1.67287 2.24897
H -2.17991 1.88192 1.89503
C 1.11027 1.32568 1.24545
C 0.57137 1.55894 -0.03334
H 1.13049 1.59865 -0.95813
H -1.48840 2.04762 -0.75001
H 0.27476 2.38785 3.03882
H 2.12973 1.14284 1.54091
Sc -0.43349 -0.45836 1.41997
O -0.39251 -0.01572 -2.77015
C -1.76183 -0.50950 -3.06066
C -0.50951 -0.89216 -3.83192
H -2.20320 -1.11971 -2.27312
H -2.45648 0.07032 -3.62378
H -0.29813 -1.95621 -3.77532
H 1.10173 -1.84335 -5.77739
C 0.74699 -0.81242 -5.99376
C -0.09759 -0.19690 -5.05961
C -0.37238 1.18418 -5.14455
H -0.83179 1.68863 -4.27268
C 0.12095 1.90572 -6.21582
H -0.15104 2.96452 -6.26995
C 0.85715 1.28300 -7.22207
H 1.12948 1.82737 -8.11495
C 1.20283 -0.07045 -7.07839
H 1.78155 -0.57036 -7.84992
F -0.44734 2.70526 4.88008
C -0.92748 1.44012 5.11321
F -1.08240 1.29574 6.44464
F -2.14477 1.34514 4.48938
C 0.02301 0.33782 4.56980
O -0.11447 0.28454 3.15657
C 1.49903 0.56021 4.89874
F 1.66527 0.57329 6.23153
F 2.25548 -0.42362 4.35702
F 1.97321 1.71895 4.37934
C -0.46810 -1.04053 5.05022
F -0.40396 -1.17189 6.38477
F -1.75384 -1.25101 4.62948
F 0.28724 -2.03710 4.50215
```

Atomic partial charges in e from the natural (NBO) method, atoms 1 to 8:
1 C -0.39
2 C -0.43
3 C -0.33
4 H 0.26
5 C -0.26
6 C -0.27
7 H 0.24
8 H 0.26

=====

4.
This record from the OMol25 dataset describes a molecular structure, C22H18IrN2O4PS3Se2. The level of theory is ωB97M-V/def2-TZVPD.

HOMO ... -0.279 Ha
E_LUMO ... -1.215 eV
E_tot ... -7702.80205 hartree

XYZ file:
```
53
C22H18IrN2O4PS3Se2 ωB97M-V/def2-TZVPD
Ir -0.15910 0.22110 -2.61014
O 2.00108 3.04522 -4.29469
S 1.56408 2.21699 -3.21959
O 2.16280 2.47227 -1.92347
O 1.70055 0.67910 -3.53352
O 0.00906 2.25245 -3.04430
Se -1.86864 -2.36089 -0.47382
Se -1.94747 -0.66537 -4.24609
C -2.92626 0.21510 -2.91828
C -4.26612 0.59965 -2.89596
C -4.68550 1.43790 -1.88708
C -3.76693 1.89467 -0.93735
C -2.46962 1.45288 -1.00721
N -2.08000 0.58452 -1.95601
C -0.21998 -2.65434 -1.42134
C 0.32354 -3.91501 -1.24042
C 1.33178 -4.35210 -2.09065
C 1.75479 -3.50839 -3.09322
C 1.18408 -2.24922 -3.19764
N 0.22406 -1.81723 -2.37123
H -4.92590 0.27024 -3.68601
H -5.71379 1.77509 -1.85286
H -4.05111 2.59834 -0.16807
H -1.71407 1.77188 -0.30573
H -0.06076 -4.54471 -0.45240
H 1.76076 -5.33821 -1.96886
H 2.53073 -3.79320 -3.78990
H 1.51336 -1.53644 -3.94289
S -1.66633 -0.79085 1.11163
P 0.21823 0.05169 1.05185
S 1.16301 0.41617 -0.65252
C 1.33247 -0.91560 2.09374
C 2.63150 -0.43572 2.27529
C 3.52229 -1.15097 3.05606
C 3.12637 -2.34027 3.65790
C 1.83790 -2.81699 3.47717
C 0.93822 -2.10569 2.69208
C -0.04328 1.59833 1.93869
C -0.48807 1.57340 3.26315
C -0.68821 2.76230 3.94146
C -0.44845 3.97295 3.29819
C -0.01807 3.99646 1.98136
C 0.18753 2.80893 1.28895
H 2.94408 0.48593 1.79798
H 4.53105 -0.78322 3.19058
H 3.82840 -2.89646 4.26596
H 1.52936 -3.74385 3.94345
H -0.06814 -2.47867 2.54422
H -0.67207 0.62698 3.75985
H -1.02581 2.74937 4.96935
H -0.59040 4.90246 3.83521
H 0.16745 4.93929 1.48374
H 0.54552 2.82175 0.26341
```

Atomic partial charges in e from the natural (NBO) method, atoms 1 to 8:
1 Ir 0.93
2 O -0.93
3 S 2.54
4 O -1.00
5 O -0.99
6 O -0.94
7 Se 0.32
8 Se -0.04

=====

Copy entry 3 word for word.
This record from the OMol25 dataset describes a molecular structure, C22H18F9O2Sc. The level of theory is ωB97M-V/def2-TZVPD.

HOMO ... -0.212 Ha
E_LUMO ... 0.148 eV
E_tot ... -2659.00948 hartree

XYZ file:
```
52
C22H18F9O2Sc ωB97M-V/def2-TZVPD
C 1.00775 -2.13820 1.74480
C -0.34577 -2.63933 1.84341
C -0.87168 -2.73133 0.50464
H -0.88795 -2.89203 2.75980
C 0.17718 -2.37353 -0.40413
C 1.31278 -1.97572 0.35623
H 2.27974 -1.68247 -0.05276
H 1.72033 -2.00586 2.56459
H -1.86454 -3.07131 0.22894
H 0.14408 -2.47618 -1.48327
C -0.84406 1.81452 0.10014
C -1.20835 1.73957 1.43705
C 0.03857 1.67287 2.24897
H -2.17991 1.88192 1.89503
C 1.11027 1.32568 1.24545
C 0.57137 1.55894 -0.03334
H 1.13049 1.59865 -0.95813
H -1.48840 2.04762 -0.75001
H 0.27476 2.38785 3.03882
H 2.12973 1.14284 1.54091
Sc -0.43349 -0.45836 1.41997
O -0.39251 -0.01572 -2.77015
C -1.76183 -0.50950 -3.06066
C -0.50951 -0.89216 -3.83192
H -2.20320 -1.11971 -2.27312
H -2.45648 0.07032 -3.62378
H -0.29813 -1.95621 -3.77532
H 1.10173 -1.84335 -5.77739
C 0.74699 -0.81242 -5.99376
C -0.09759 -0.19690 -5.05961
C -0.37238 1.18418 -5.14455
H -0.83179 1.68863 -4.27268
C 0.12095 1.90572 -6.21582
H -0.15104 2.96452 -6.26995
C 0.85715 1.28300 -7.22207
H 1.12948 1.82737 -8.11495
C 1.20283 -0.07045 -7.07839
H 1.78155 -0.57036 -7.84992
F -0.44734 2.70526 4.88008
C -0.92748 1.44012 5.11321
F -1.08240 1.29574 6.44464
F -2.14477 1.34514 4.48938
C 0.02301 0.33782 4.56980
O -0.11447 0.28454 3.15657
C 1.49903 0.56021 4.89874
F 1.66527 0.57329 6.23153
F 2.25548 -0.42362 4.35702
F 1.97321 1.71895 4.37934
C -0.46810 -1.04053 5.05022
F -0.40396 -1.17189 6.38477
F -1.75384 -1.25101 4.62948
F 0.28724 -2.03710 4.50215
```

Atomic partial charges in e from the natural (NBO) method, atoms 1 to 8:
1 C -0.39
2 C -0.43
3 C -0.33
4 H 0.26
5 C -0.26
6 C -0.27
7 H 0.24
8 H 0.26